Below is one molecule with the formula C11H11ClO3 in a non-equilibrium geometry, with properties calculated with the ωB97M-V functional and the def2-TZVPD basis.

Structure (XYZ):
```
26
Properties=species:S:1:pos:R:3
C 3.8813 0.2100 -0.3511
C 3.4567 -1.0787 -0.3204
C 2.9738 1.2324 -0.2345
C 2.1075 -1.2631 -0.2425
C 1.6757 0.9940 0.3585
C 1.2311 -0.3085 0.2529
C -2.4599 0.2592 0.1978
C -0.2026 -0.6303 0.4927
C -3.1138 -0.8895 -0.2245
C -0.6464 -1.9403 0.7836
C -2.5941 2.4428 -0.4138
O -0.9870 0.3377 0.3267
O -2.6222 -1.8065 -0.8185
O -2.9933 1.4495 0.5298
Cl -4.8329 -0.7766 0.0211
H 4.9476 0.3810 -0.7009
H 4.2037 -1.8169 -0.4577
H 3.2496 2.2730 -0.4194
H 1.7579 -2.2428 -0.3741
H 1.1102 1.7929 0.8319
H -1.3643 -1.8332 1.5500
H 0.2237 -2.5415 1.0758
H -1.3316 -2.3619 -0.0561
H -2.2606 3.3450 0.2084
H -3.5849 2.7103 -0.9286
H -1.8249 2.0621 -1.0871
```

Calculated values
HOMO energy (spin up / spin down)	-7.51 / -7.51	eV
calculated total energy	-30246.0597	eV
LUMO energy (spin up / spin down)	-0.02051 / -0.02054	Ha
energy relative to the best compared isomer or geometry (same formula, charge and spin)	100.34	kcal per mole

Atomic partial charges in e from the Löwdin method, atoms 1 to 4: -0.108 -0.081 -0.055 -0.033



Below is a 2-piece molecular cluster, C4H11N3O2 overall in a non-equilibrium geometry, with properties calculated with the ωB97M-V functional and the def2-TZVPD basis.

Structure (XYZ):
```
20
Properties=species:S:1:pos:R:3
C -0.8857 -1.9010 2.3061
N -0.5696 -0.5099 2.0777
C -0.9758 0.0818 1.0301
N -1.7124 -0.4620 -0.0460
N -0.7400 1.4220 0.8591
H -1.8246 -1.9754 2.8594
H -0.1568 -2.3174 3.0064
H -0.8637 -2.5445 1.4237
H -2.2198 -1.2697 0.2871
H -1.1937 -0.6741 -0.8968
H -1.3409 1.9122 0.2215
H -0.0981 1.9527 1.4333
C 2.1857 0.1680 -1.5530
C 1.4992 1.3956 -2.0555
O 1.9016 2.5138 -2.0686
O 0.2653 1.0414 -2.5974
H 3.2686 0.3026 -1.4908
H 2.0278 -0.7338 -2.1349
H 1.8437 0.0396 -0.5254
H -0.4111 1.5580 -2.1360
```

Calculated values
HOMO energy	-8.88	eV
calculated total energy	-12891.7393	eV
LUMO energy	0.02215	Ha
energy relative to the best compared isomer or geometry (same formula, charge and spin)	25.15	kcal per mole

Atomic partial charges in e from the Löwdin method, atoms 1 to 4: -0.164 0.002 -0.571 0.109



Below is C40H39F6IN4PPbS3SbSi as an isolated structure in a non-equilibrium geometry, with properties calculated with the ωB97M-V functional and the def2-TZVPD basis.

Structure (XYZ):
```
97
Properties=species:S:1:pos:R:3
Pb -0.8200 2.3224 0.8429
C 2.6345 -8.3401 2.0674
Si 0.8480 -8.4673 1.4158
C -0.2219 -7.0198 1.7467
C -0.1114 -10.1128 1.7609
C 0.9267 -8.4799 -0.5393
C 0.2725 -9.4184 -1.3825
C 0.3111 -9.3317 -2.7772
C 1.0515 -8.2516 -3.3183
N 1.6618 -7.3006 -2.6013
C 1.5244 -7.4003 -1.2841
S 2.1138 -6.0221 -0.3812
H 2.9494 -7.3878 2.4629
H 3.5038 -8.6138 1.4094
H 2.5437 -8.9744 2.9019
H 0.4534 -6.2083 2.2012
H -0.8514 -7.3072 2.5253
H -0.8005 -6.6591 0.9303
H -0.4536 -10.1360 2.8050
H 0.3860 -11.0581 1.6365
H -1.0332 -10.0383 1.0637
H -0.2944 -10.1819 -0.9420
H 0.0431 -10.1414 -3.4166
H 1.2879 -8.2281 -4.3501
I -0.6513 4.2333 3.4451
C -2.6124 4.7407 3.8120
C -2.9888 4.4012 5.0668
C -4.2075 4.8681 5.5869
C -4.9399 5.7371 4.8901
C -4.5659 6.0101 3.5209
C -5.3906 7.0234 2.9373
C -5.2043 7.2497 1.5970
C -4.1664 6.5447 0.9411
C -3.2299 5.7175 1.4805
P -2.5709 4.5477 0.2829
C -2.0030 5.4711 -1.1272
C -2.5879 5.8562 -2.2604
C -1.9537 6.6098 -3.2721
C -0.6438 6.7996 -3.3475
C 0.3004 6.3092 -2.2333
C -0.4973 5.6437 -1.0576
C -3.9115 3.4729 -0.0511
C -5.2668 3.6533 0.2413
C -6.1988 2.7544 -0.2886
C -5.7601 1.6185 -0.9936
C -4.4597 1.4401 -1.3353
C -3.5750 2.3811 -0.8578
C -3.3990 5.5003 2.9131
H -2.3840 3.7794 5.7550
H -4.4982 4.4871 6.6047
H -5.8497 6.2283 5.2940
H -6.2610 7.4210 3.4270
H -5.7328 7.9366 0.9745
H -4.2429 6.6184 -0.1183
H -3.6733 5.6125 -2.3858
H -2.5932 6.9355 -4.0957
H -0.3225 7.4071 -4.2267
H 0.9959 7.0631 -1.8828
H -0.0353 5.9367 -0.1090
H -5.6509 4.4353 0.8265
H -7.2494 2.8875 -0.0384
H -6.5513 0.9019 -1.2432
H -4.0708 0.5842 -1.8551
H -2.5792 2.2941 -1.2331
F 0.7969 0.2325 1.0603
Sb 1.2956 -0.2164 -0.7809
F 0.0172 0.9762 -1.6015
F 0.1349 -1.6626 -1.1538
F 2.1491 -0.6946 -2.3432
F 2.3976 -1.3156 0.2494
F 2.6025 1.2559 -0.6699
S 2.6096 4.8428 -1.6529
C 1.0092 4.9199 -2.5571
C 0.0356 4.2629 -1.5410
N 0.7263 3.4433 -0.4618
C 1.9759 3.7975 -0.4293
H 1.0222 4.5272 -3.5592
H -0.7944 3.7491 -2.1262
H 2.6169 3.4744 0.4204
N 4.8332 -4.5527 -0.1289
C 4.0648 -3.8963 -0.9374
S 2.6223 -4.6279 -1.8140
N 4.2806 -2.6109 -1.1880
C 5.4915 -1.8372 -0.9021
C 5.4559 -0.7073 -0.0620
C 6.6510 0.0521 0.0302
C 7.8224 -0.3844 -0.5183
C 7.7947 -1.4670 -1.4000
C 6.6562 -2.1558 -1.5829
H 4.7928 -5.6162 -0.1583
H 5.4423 -4.0159 0.4042
H 3.5095 -1.9799 -1.5170
H 4.5446 -0.4243 0.4063
H 6.7416 0.8844 0.6927
H 8.7314 0.1359 -0.3352
H 8.6632 -1.7279 -1.8996
H 6.5647 -3.0176 -2.3047
```

Calculated values
HOMO energy (spin up / spin down)	-14.11 / -14.11	eV
calculated total energy	-133913.4070	eV
LUMO energy (spin up / spin down)	-0.26737 / -0.39791	Ha
energy relative to the best compared isomer or geometry (same formula, charge and spin)	69.33	kcal per mole
expectation value of S²	0.77
spin multiplicity	2
charge	+3

Atomic partial charges in e from the Löwdin method, atoms 1 to 4: 1.203 -0.167 0.569 -0.180